ORCA calculation (ωB97M-V/def2-TZVPD) on 8 unconnected molecules or ions with the total composition C37H78N2O16PS7 at a distorted geometry.

Cartesian coordinates (Å):
C (-0.494, -2.782, 1.318)
C (-0.600, -2.205, -0.166)
C (0.345, -3.087, -1.056)
C (-0.188, -0.681, -0.221)
C (-1.272, 0.114, 0.592)
C (-1.051, 1.662, 0.543)
C (0.362, 2.106, 1.072)
N (1.206, 2.780, 0.021)
P (2.707, 3.393, 0.812)
N (3.992, 3.065, -0.354)
O (2.686, 5.072, 0.963)
C (0.461, 3.765, -0.836)
C (-1.106, 3.562, -0.712)
O (-1.388, 2.164, -0.762)
H (0.229, -3.634, 1.316)
H (-0.157, -1.988, 2.012)
H (-1.465, -3.229, 1.632)
H (-1.668, -2.315, -0.477)
H (0.113, -3.011, -2.141)
H (0.217, -4.167, -0.745)
H (1.393, -2.805, -0.812)
H (0.842, -0.571, 0.198)
H (-0.240, -0.391, -1.300)
H (-1.376, -0.262, 1.634)
H (-2.249, -0.108, 0.098)
H (-1.815, 2.098, 1.241)
H (0.260, 2.766, 1.959)
H (0.934, 1.202, 1.395)
H (1.501, 2.020, -0.611)
H (4.743, 3.682, -0.030)
H (3.713, 3.323, -1.305)
H (2.617, 5.459, 0.072)
H (0.699, 3.529, -1.905)
H (0.648, 4.833, -0.605)
H (-1.435, 4.040, 0.240)
H (-1.614, 4.040, -1.576)
C (-0.086, 5.298, -6.624)
C (-1.544, 5.303, -6.154)
C (-1.544, 4.968, -4.660)
S (0.030, 5.537, -4.021)
O (0.795, 4.384, -3.581)
O (-0.184, 6.675, -3.156)
C (0.687, 6.097, -5.581)
H (0.021, 5.732, -7.617)
H (0.287, 4.271, -6.662)
H (-1.973, 6.295, -6.309)
H (-2.151, 4.593, -6.716)
H (-2.350, 5.475, -4.131)
H (-1.608, 3.892, -4.490)
H (1.761, 5.922, -5.614)
H (0.475, 7.164, -5.669)
C (3.449, 10.680, -4.160)
C (2.619, 11.843, -4.712)
C (1.833, 11.314, -5.917)
S (1.586, 9.565, -5.624)
O (2.312, 8.820, -6.628)
O (0.188, 9.318, -5.352)
C (2.499, 9.489, -4.092)
H (3.871, 10.912, -3.182)
H (4.276, 10.460, -4.841)
H (1.924, 12.191, -3.944)
H (3.246, 12.689, -4.993)
H (0.865, 11.802, -6.014)
H (2.398, 11.423, -6.842)
H (3.012, 8.532, -4.014)
H (1.785, 9.601, -3.274)
C (6.685, -2.567, -0.816)
C (6.519, -1.983, 0.590)
C (5.070, -1.500, 0.718)
S (4.103, -2.525, -0.389)
O (3.574, -1.691, -1.444)
O (3.258, -3.401, 0.390)
C (5.474, -3.465, -1.038)
H (7.618, -3.122, -0.916)
H (6.692, -1.759, -1.553)
H (6.714, -2.761, 1.332)
H (7.222, -1.171, 0.776)
H (4.694, -1.614, 1.733)
H (4.963, -0.464, 0.395)
H (5.297, -3.700, -2.086)
H (5.552, -4.384, -0.455)
C (-3.743, -0.559, 6.677)
C (-3.651, 0.739, 5.869)
C (-2.378, 0.662, 5.021)
S (-2.081, -1.082, 4.724)
O (-0.853, -1.458, 5.384)
O (-2.319, -1.376, 3.327)
C (-3.454, -1.684, 5.689)
H (-4.721, -0.678, 7.143)
H (-2.989, -0.554, 7.469)
H (-4.524, 0.824, 5.216)
H (-3.641, 1.618, 6.515)
H (-2.495, 1.174, 4.067)
H (-1.516, 1.063, 5.555)
H (-3.184, -2.623, 6.171)
H (-4.295, -1.838, 5.012)
C (-3.712, -1.540, -3.546)
C (-3.874, -0.916, -2.157)
C (-5.309, -0.390, -2.054)
S (-6.297, -1.415, -3.142)
O (-6.790, -0.595, -4.222)
O (-7.171, -2.246, -2.351)
C (-4.946, -2.409, -3.756)
H (-2.793, -2.123, -3.624)
H (-3.677, -0.751, -4.303)
H (-3.706, -1.681, -1.393)
H (-3.149, -0.118, -1.985)
H (-5.696, -0.467, -1.039)
H (-5.384, 0.639, -2.402)
H (-5.121, -2.665, -4.799)
H (-4.898, -3.315, -3.150)
C (0.143, -8.381, 0.998)
C (0.235, -7.076, 0.201)
C (1.509, -7.147, -0.643)
S (1.812, -8.885, -0.956)
O (3.038, -9.264, -0.295)
O (1.576, -9.167, -2.352)
C (0.435, -9.498, 0.002)
H (-0.837, -8.504, 1.461)
H (0.894, -8.382, 1.793)
H (-0.636, -6.986, -0.454)
H (0.244, -6.202, 0.855)
H (1.392, -6.627, -1.592)
H (2.368, -6.748, -0.104)
H (0.706, -10.439, 0.477)
H (-0.403, -9.648, -0.679)
C (-0.047, -6.085, 7.185)
C (-0.218, -5.488, 8.585)
C (-1.668, -5.010, 8.706)
S (-2.631, -6.051, 7.610)
O (-3.161, -5.232, 6.544)
O (-3.473, -6.922, 8.394)
C (-1.254, -6.992, 6.971)
H (0.888, -6.637, 7.091)
H (-0.044, -5.285, 6.440)
H (-0.020, -6.257, 9.336)
H (0.481, -4.670, 8.763)
H (-2.045, -5.114, 9.722)
H (-1.779, -3.978, 8.373)
H (-1.429, -7.238, 5.926)
H (-1.172, -7.904, 7.564)

Atomic forces in eV per Å
C -0.030 -0.260 -0.888
C 0.731 -0.663 0.641
C -0.553 -0.196 0.517
C -1.360 -0.932 0.141
C 0.607 0.307 -1.043
C -1.337 -0.979 0.835
C -0.289 -0.711 0.687
N -0.624 0.040 -1.117
P 3.043 0.694 2.305
N -2.385 0.722 0.375
O -0.881 -1.950 -1.413
C -1.918 0.035 -1.488
C 0.939 0.102 -0.344
O 0.884 0.641 1.064
H -0.300 0.864 0.161
H -0.300 -0.725 -0.126
H 0.688 0.675 0.033
H 0.839 0.257 -0.016
H 0.362 0.111 0.599
H 0.105 1.084 -0.490
H -0.856 -0.291 -0.533
H -0.612 -0.079 -0.418
H 0.352 0.098 0.819
H 0.280 0.438 -0.630
H 0.616 0.396 0.448
H 0.673 -0.143 -0.381
H 0.191 -0.209 -0.744
H -0.411 0.776 -0.179
H -0.079 0.215 0.130
H 0.066 -0.303 -0.316
H 0.503 -0.021 0.005
H 0.136 0.498 0.234
H 0.105 0.505 1.227
H 0.377 -0.753 0.033
H -0.194 -0.435 -0.560
H 0.482 -0.164 0.604
C -0.033 -0.215 0.020
C -0.029 0.123 -0.173
C -0.441 -0.219 -0.111
S -0.293 0.770 -0.966
O 0.112 0.116 0.024
O 0.311 -0.509 0.493
C 0.152 -0.023 -0.334
H 0.033 0.015 0.068
H 0.016 0.047 -0.037
H 0.042 -0.035 0.036
H 0.008 0.021 0.069
H 0.135 -0.021 0.130
H 0.099 0.040 0.051
H -0.020 0.031 0.145
H -0.070 -0.220 0.150
C 0.094 0.052 -0.099
C 0.007 0.062 0.137
C 0.088 0.500 -0.016
S 0.069 0.463 0.213
O -0.324 -0.153 0.065
O 0.133 -0.242 -0.339
C 0.277 0.048 0.344
H -0.013 -0.026 -0.040
H -0.022 -0.028 0.050
H 0.026 -0.026 -0.035
H -0.050 -0.035 -0.006
H -0.019 -0.176 -0.103
H -0.053 -0.148 0.004
H -0.134 -0.046 -0.110
H -0.051 -0.055 -0.086
C 0.022 0.132 -0.009
C 0.128 -0.072 0.042
C 0.303 0.265 0.331
S 0.403 -0.355 0.141
O -0.247 -0.019 0.191
O -0.127 0.276 -0.208
C 0.366 -0.098 -0.182
H -0.051 0.015 -0.016
H 0.002 -0.066 -0.013
H -0.024 0.031 -0.037
H -0.046 -0.032 0.014
H -0.159 -0.005 -0.110
H -0.085 -0.068 -0.081
H -0.172 0.009 0.060
H -0.095 0.035 -0.006
C 0.095 0.081 0.036
C -0.155 0.056 0.041
C -0.093 0.509 0.079
S -0.436 -0.256 0.214
O 0.034 0.035 -0.362
O 0.289 0.096 0.217
C -0.253 -0.087 0.334
H 0.050 -0.021 -0.018
H -0.043 -0.038 -0.013
H 0.042 -0.023 0.023
H 0.012 -0.024 -0.055
H 0.119 -0.115 -0.025
H 0.032 -0.132 -0.039
H 0.067 -0.064 -0.205
H 0.088 -0.032 -0.038
C 0.051 0.074 -0.014
C 0.099 -0.035 0.030
C 0.373 0.272 0.332
S -0.192 -0.287 0.034
O -0.061 -0.125 0.209
O -0.028 0.282 -0.264
C 0.410 -0.113 -0.147
H -0.037 0.020 -0.011
H -0.011 -0.059 -0.006
H -0.031 0.010 -0.039
H -0.032 -0.012 -0.008
H -0.164 0.003 -0.117
H -0.106 -0.078 -0.068
H -0.174 0.025 0.060
H -0.081 0.037 -0.009
C 0.031 0.062 0.067
C -0.135 0.012 0.044
C -0.118 0.546 0.106
S -0.168 -0.148 -0.179
O -0.077 0.019 -0.248
O 0.319 -0.031 0.214
C -0.294 -0.050 0.336
H 0.043 -0.014 -0.013
H -0.030 -0.040 -0.027
H 0.031 -0.025 0.027
H 0.015 -0.026 -0.042
H 0.166 -0.121 -0.032
H 0.028 -0.100 -0.055
H 0.110 -0.002 -0.145
H 0.084 -0.010 -0.038
C 0.028 0.123 -0.034
C 0.124 -0.058 0.041
C 0.327 0.270 0.298
S 0.015 -0.369 0.218
O -0.150 0.005 0.111
O -0.102 0.305 -0.311
C 0.405 -0.094 -0.180
H -0.044 0.016 -0.010
H -0.003 -0.053 -0.002
H -0.026 0.026 -0.038
H -0.048 -0.028 0.008
H -0.166 0.001 -0.117
H -0.073 -0.073 -0.064
H -0.174 0.016 0.060
H -0.097 0.037 -0.002

Properties
lowest unoccupied orbital energy: -0.088 Ha
total charge: +1
Kohn-Sham gap: 0.3358 Ha
total energy: -160501.46468 eV